<i>
ORCA calculation (ωB97M-V with the def2-TZVPD basis set) on one molecule with the formula CHPS3.

Calculated values
* frontier orbital gap: 7.58 eV

Last column: natural (NBO) charge in e.
Atoms and positions in Å:
S1 0.61 1.33 -2.42  -0.438
P1 -0.42 -0.11 -1.69  0.676
C1 0.04 -0.12 0.15  -0.667
S2 0.96 -1.07 1.20  0.229
S3 -1.36 0.63 0.57  0.068
H1 0.17 -0.66 2.19  0.133



<ii>
ORCA calculation (ωB97M-V with the def2-TZVPD basis set) on a 2-piece molecular cluster, CHPS3 overall.

Calculated values
* frontier orbital gap (alpha / beta): 6.71 / 6.72 eV

Last column: natural (NBO) charge in e.
Atoms and positions in Å:
C1 -4.66 0.44 0.15  -0.368
P1 -0.70 -2.02 -1.03  0.077
S1 -4.74 -1.10 0.37  0.186
S2 -4.68 1.89 -0.42  0.181
S3 -1.12 -0.13 -0.87  -0.164
H1 -0.45 0.38 0.11  0.088



Most stable: <i>



<i>
ORCA calculation (ωB97M-V with the def2-TZVPD basis set) on a 10-piece molecular cluster, C20H40Br20 overall.

Calculated values
* frontier orbital gap: 9.60 eV

Last column: Löwdin charge in e.
Atoms and positions in Å:
Br1 -2.85 -0.93 5.60  0.654
C1 -1.34 -1.91 4.88  -0.729
C2 -1.47 -2.14 3.39  -0.686
Br2 0.25 -2.81 2.68  0.632
H1 -1.33 -2.87 5.39  0.056
H2 -0.41 -1.41 5.12  0.012
H3 -1.72 -1.25 2.82  -0.001
H4 -2.14 -2.95 3.11  0.038
Br3 3.12 -4.47 -0.07  0.610
C3 3.82 -2.60 -0.03  -0.726
C4 5.27 -2.61 0.42  -0.610
Br4 5.93 -0.83 -0.20  0.626
H5 3.27 -1.94 0.64  -0.014
H6 3.69 -2.25 -1.04  0.022
H7 5.86 -3.38 -0.08  0.050
H8 5.54 -2.70 1.46  0.062
Br5 -3.55 1.49 2.13  0.647
C5 -5.17 0.67 2.87  -0.646
C6 -5.86 -0.08 1.72  -0.647
Br6 -4.92 -1.78 1.41  0.607
H9 -5.73 1.50 3.30  0.060
H10 -4.85 0.02 3.68  -0.011
H11 -5.90 0.49 0.80  0.042
H12 -6.83 -0.35 2.13  0.059
Br7 -2.14 -3.08 -0.36  0.656
C7 -0.80 -4.51 -0.24  -0.693
C8 -0.85 -5.29 -1.55  -0.694
Br8 0.42 -6.78 -1.49  0.596
H13 -0.97 -5.16 0.61  0.055
H14 0.18 -4.07 -0.09  -0.031
H15 -0.61 -4.69 -2.41  -0.018
H16 -1.83 -5.75 -1.67  0.049
Br9 -2.26 0.83 -4.14  0.700
C9 -3.78 0.88 -2.93  -0.661
C10 -4.07 -0.47 -2.31  -0.668
Br10 -5.58 -1.35 -3.25  0.601
H17 -4.61 1.30 -3.49  0.041
H18 -3.52 1.61 -2.16  0.045
H19 -4.47 -0.37 -1.31  0.009
H20 -3.24 -1.17 -2.41  -0.005
Br11 4.52 1.28 2.31  0.694
C11 2.61 0.88 2.42  -0.701
C12 1.84 1.77 3.38  -0.602
Br12 0.00 1.03 3.55  0.697
H21 2.47 -0.16 2.71  0.033
H22 2.18 1.04 1.43  -0.051
H23 1.76 2.83 3.15  0.038
H24 2.28 1.71 4.37  0.054
Br13 1.16 -0.77 -0.33  0.682
C13 -0.45 0.14 -1.08  -0.651
C14 -0.88 1.25 -0.15  -0.673
Br14 0.37 2.76 -0.06  0.775
H25 -1.18 -0.64 -1.23  -0.038
H26 -0.12 0.55 -2.03  0.007
H27 -1.02 0.85 0.86  -0.034
H28 -1.90 1.61 -0.31  0.019
Br15 4.02 1.49 -2.92  0.571
C15 3.74 1.96 -1.03  -0.740
C16 4.88 2.89 -0.63  -0.741
Br16 4.87 4.51 -1.73  0.574
H29 3.72 1.07 -0.41  -0.041
H30 2.80 2.50 -0.97  -0.041
H31 5.87 2.45 -0.60  0.048
H32 4.67 3.25 0.38  -0.033
Br17 0.46 -1.21 -7.90  0.614
C17 -0.05 -1.22 -6.00  -0.733
C18 0.69 -2.31 -5.27  -0.685
Br18 0.24 -2.20 -3.40  0.735
H33 -1.12 -1.39 -5.95  0.029
H34 0.24 -0.28 -5.54  0.031
H35 1.78 -2.23 -5.38  0.059
H36 0.52 -3.33 -5.63  0.063
Br19 -1.54 7.27 1.58  0.581
C19 0.36 7.01 1.06  -0.671
C20 0.85 5.75 1.73  -0.752
Br20 2.69 5.50 1.21  0.666
H37 0.85 7.95 1.25  0.053
H38 0.25 6.88 -0.02  0.048
H39 0.20 4.92 1.43  -0.032
H40 0.80 5.82 2.81  0.056



<ii>
ORCA calculation (ωB97M-V with the def2-TZVPD basis set) on a 10-piece molecular cluster, C20H40Br20 overall.

Calculated values
* frontier orbital gap: 9.68 eV

Last column: Löwdin charge in e.
Atoms and positions in Å:
Br1 -1.68 -6.02 3.83  0.618
C1 -3.31 -5.00 4.05  -0.749
C2 -4.40 -5.63 3.22  -0.573
Br2 -4.95 -7.30 4.30  0.497
H1 -3.01 -3.99 3.79  0.049
H2 -3.69 -4.84 5.05  0.058
H3 -4.12 -6.12 2.29  0.037
H4 -5.26 -4.96 3.15  0.063
Br3 3.12 -2.12 -2.11  0.455
C3 1.24 -1.99 -1.22  -0.569
C4 1.13 -0.58 -0.43  -0.618
Br4 -0.15 -1.01 0.99  0.589
H5 1.06 -2.84 -0.56  0.015
H6 0.61 -2.24 -2.07  0.036
H7 0.75 0.22 -1.07  0.049
H8 2.04 -0.23 0.06  0.040
Br5 -6.98 0.67 -1.03  0.544
C5 -6.11 -0.16 -2.59  -0.639
C6 -4.56 -0.65 -2.40  -0.643
Br6 -4.53 -2.27 -1.33  0.586
H9 -6.19 0.72 -3.24  0.025
H10 -6.73 -1.01 -2.88  0.037
H11 -3.93 0.11 -1.92  0.046
H12 -4.13 -0.89 -3.37  0.044
Br7 -2.40 3.71 6.18  0.543
C7 -1.44 1.96 5.92  -0.636
C8 -1.76 0.91 7.05  -0.600
Br8 -0.62 -0.75 6.79  0.527
H13 -0.36 2.10 5.96  0.042
H14 -1.64 1.73 4.87  0.042
H15 -2.75 0.44 7.06  0.035
H16 -1.59 1.34 8.04  0.050
Br9 0.32 0.97 -5.43  0.514
C9 0.66 -0.19 -7.05  -0.640
C10 -0.56 -1.13 -7.46  -0.626
Br10 0.02 -2.24 -9.01  0.575
H17 1.47 -0.89 -6.85  0.039
H18 1.00 0.48 -7.84  0.045
H19 -1.36 -0.47 -7.79  0.045
H20 -0.91 -1.75 -6.64  0.051
Br11 3.59 -4.07 2.76  0.528
C11 4.00 -3.10 4.53  -0.603
C12 3.74 -1.60 4.47  -0.726
Br12 4.34 -0.47 5.94  0.606
H21 5.07 -3.18 4.74  0.047
H22 3.59 -3.56 5.43  0.060
H23 2.70 -1.31 4.30  0.045
H24 4.30 -1.29 3.58  0.042
Br13 4.65 -7.11 -5.00  0.568
C13 2.97 -8.16 -4.87  -0.649
C14 1.96 -7.34 -4.00  -0.700
Br14 1.04 -6.03 -5.11  0.599
H25 3.28 -9.09 -4.41  0.049
H26 2.52 -8.29 -5.86  0.039
H27 2.49 -6.78 -3.23  0.031
H28 1.34 -8.09 -3.52  0.061
Br15 2.64 7.02 -1.23  0.550
C15 2.50 5.29 -2.22  -0.677
C16 3.61 5.06 -3.15  -0.621
Br16 5.40 5.24 -2.16  0.500
H29 1.55 5.25 -2.75  0.066
H30 2.46 4.42 -1.56  0.063
H31 3.62 5.83 -3.92  0.055
H32 3.63 4.12 -3.70  0.066
Br17 3.65 4.02 2.82  0.562
C17 4.28 5.09 4.38  -0.672
C18 3.93 6.51 4.18  -0.708
Br18 2.04 6.74 4.51  0.618
H33 5.31 4.80 4.62  0.064
H34 3.75 4.61 5.20  0.036
H35 3.98 6.82 3.14  0.036
H36 4.45 7.24 4.79  0.064
Br19 -2.94 6.11 -3.22  0.533
C19 -4.46 5.60 -2.05  -0.644
C20 -4.05 5.34 -0.55  -0.600
Br20 -2.31 4.34 -0.37  0.514
H37 -4.83 4.65 -2.44  0.038
H38 -5.32 6.21 -2.30  0.055
H39 -4.86 4.77 -0.10  0.053
H40 -3.92 6.27 -0.01  0.048



Most stable: <i>



<i>
ORCA calculation (ωB97M-V with the def2-TZVPD basis set) on one molecule with the formula C3H7N2P.

Calculated values
* frontier orbital gap (alpha / beta): 7.80 / 8.75 eV

Last column: natural (NBO) charge in e.
Atoms and positions in Å:
C1 -1.04 -0.93 0.12  -0.293
C2 0.22 -1.26 -0.29  -0.053
C3 -1.29 0.45 0.24  -0.338
N1 -0.53 1.27 -0.71  -0.387
N2 1.18 -0.33 -0.71  -0.637
P1 2.40 0.22 0.28  0.608
H1 -1.70 -1.69 0.63  0.230
H2 0.56 -2.36 -0.42  0.225
H3 -2.33 0.77 -0.01  0.227
H4 -0.91 0.73 1.25  0.203
H5 -0.79 0.95 -1.61  0.304
H6 1.86 0.67 1.42  -0.074
H7 2.37 1.51 -0.20  -0.015



<ii>
ORCA calculation (ωB97M-V with the def2-TZVPD basis set) on C3H7N2P as an isolated structure.

Calculated values
* frontier orbital gap: 9.14 eV

Last column: natural (NBO) charge in e.
Atoms and positions in Å:
C1 0.83 0.67 1.10  -0.273
C2 0.26 -0.52 1.01  -0.065
C3 0.38 1.59 -0.05  -0.288
N1 -0.53 0.83 -0.86  -0.444
N2 -0.61 -0.74 0.00  -0.541
P1 -0.03 -1.89 -1.25  0.496
H1 1.44 0.85 1.94  0.217
H2 0.46 -1.25 1.70  0.218
H3 -0.14 2.51 0.16  0.201
H4 1.24 1.66 -0.63  0.199
H5 -1.43 1.25 -0.66  0.348
H6 -1.28 -1.87 -1.93  -0.029
H7 -0.58 -3.07 -0.54  -0.040



Most stable: <ii>